This record from the Open Molecules 2025 dataset describes a single C4H2O3S molecule. The level of theory is ωB97M-V/def2-TZVPD.

Positions of all 10 atoms, in Å:
C1 -0.8238 1.6195 -0.4080
S1 -3.0071 1.0182 -1.6335
O1 -0.6311 0.2349 -0.4917
O2 0.1316 2.2618 0.3562
H1 -0.0213 -1.9138 -0.4610
C2 -1.7008 2.3430 -1.1662
C3 -1.4971 -0.8011 -0.6987
H2 1.0694 2.2556 0.0619
O3 -0.9525 -2.0078 -0.6268
C4 -2.8739 -0.7407 -1.0995

Calculated values
Maximum force   4.76 eV/A
LUMO energy (alpha / beta)   0.11 / -3.09 eV
Spin multiplicity   3
HOMO-LUMO gap (alpha / beta)   8.0 / 6.2 eV
HOMO energy (alpha / beta)   -7.92 / -9.27 eV

---

This record from the Open Molecules 2025 dataset describes 2 unconnected molecules or ions with the total composition CH3N2O3S. The level of theory is ωB97M-V/def2-TZVPD.

Positions of all 10 atoms, in Å:
O1 -3.8133 0.2405 -1.4558
O2 -3.9556 1.3786 0.6930
N1 1.6586 -0.9223 -0.0976
C1 0.5602 -0.4368 0.3836
S1 -3.5939 0.1161 -0.0084
H1 0.5771 0.6802 0.9471
H2 2.9610 0.7484 0.1830
H3 3.1594 -0.4892 -1.0024
O3 -0.5393 -0.9892 0.3563
N2 2.9858 -0.3262 0.0010

Calculated values
Maximum force   3.72 eV/A
LUMO energy   1.93 eV
Spin multiplicity   1
Net charge   -1
HOMO-LUMO gap   4.9 eV
HOMO energy   -2.94 eV

---

This record from the Open Molecules 2025 dataset describes a single CH6N4S molecule. The level of theory is ωB97M-V/def2-TZVPD.

Positions of all 12 atoms, in Å:
S1 -1.3953 0.7801 2.1670
H1 -0.1786 -1.4287 -1.5384
N1 -0.5756 -1.4993 -0.6167
N2 0.7475 0.8781 0.6192
H2 1.6392 -0.1054 -0.7362
H3 0.7857 1.0951 -1.3445
C1 -0.5085 0.4619 0.8421
H4 -2.0955 -0.3875 0.0525
N3 1.3896 0.8411 -0.5999
N4 -1.1115 -0.2743 -0.2208
H5 1.1881 1.4729 1.3321
H6 0.1149 -1.8341 0.0436

Calculated values
Maximum force   1.80 eV/A
LUMO energy   0.67 eV
Spin multiplicity   1
HOMO-LUMO gap   9.1 eV
HOMO energy   -8.47 eV